119
Properties=species:S:1:pos:R:3 method="wB97M-V/def2-TZVPD" s_squared=0.755 lumo_energy_ev="2.1 / 2.1" spin_multiplicity=2 total_charge=-1
Ti -0.313 0.937 -0.747
I 0.087 4.378 -7.919
C -0.080 3.633 -5.939
C -1.141 4.028 -5.149
C -1.209 3.485 -3.887
I -2.763 3.938 -2.534
C -0.327 2.514 -3.372
O -0.561 2.030 -2.216
C 0.751 2.150 -4.231
C 1.719 1.092 -3.780
N 2.357 1.427 -2.538
C 3.368 2.446 -2.583
C 2.820 3.778 -2.112
C 3.564 4.950 -2.198
C 3.010 6.122 -1.711
C 1.737 6.083 -1.162
C 1.066 4.872 -1.154
N 1.595 3.755 -1.617
C 0.862 2.725 -5.483
H -1.873 4.734 -5.509
H 1.145 0.175 -3.567
H 2.443 0.894 -4.601
H 2.570 0.628 -1.959
H 4.214 2.166 -1.945
H 3.766 2.569 -3.605
H 4.554 4.937 -2.632
H 3.573 7.046 -1.745
H 1.281 6.972 -0.755
H 0.066 4.780 -0.756
H 1.686 2.435 -6.122
C 4.273 -2.098 4.618
C 2.955 -2.399 3.902
C 1.927 -2.855 4.944
C 3.212 -3.526 2.889
C 2.410 -1.218 3.114
C 1.258 -1.432 2.359
C 0.863 -0.498 1.418
N -0.244 -0.455 0.615
C -1.232 -1.396 0.479
C -1.187 -2.746 0.783
C -2.300 -3.553 0.570
C -3.467 -2.944 0.128
C -3.558 -1.586 -0.198
C -2.392 -0.811 -0.114
O -2.227 0.433 -0.539
C -4.864 -0.954 -0.666
C -4.746 -0.599 -2.153
C -5.101 0.339 0.127
C -6.085 -1.859 -0.457
C -2.227 -5.061 0.793
C -2.402 -5.788 -0.550
C -3.323 -5.524 1.763
C -0.880 -5.500 1.381
C 1.597 0.718 1.246
O 1.186 1.446 0.229
C 2.582 1.037 2.189
C 3.006 0.030 3.064
C 3.125 2.457 2.264
C 3.907 2.760 0.985
C 4.017 2.693 3.489
C 1.941 3.433 2.350
H 4.646 -3.006 5.091
H 4.140 -1.346 5.393
H 5.023 -1.751 3.911
H 2.302 -3.714 5.498
H 0.992 -3.135 4.466
H 1.720 -2.047 5.644
H 3.659 -4.394 3.370
H 3.883 -3.171 2.112
H 2.288 -3.835 2.412
H 0.677 -2.323 2.521
H -0.258 -3.174 1.111
H -4.344 -3.559 0.007
H -3.908 0.079 -2.290
H -5.656 -0.110 -2.501
H -4.578 -1.492 -2.754
H -4.275 1.027 -0.040
H -5.177 0.121 1.192
H -6.026 0.815 -0.198
H -6.024 -2.774 -1.043
H -6.990 -1.331 -0.758
H -6.187 -2.126 0.593
H -3.338 -5.507 -1.028
H -2.399 -6.868 -0.396
H -1.584 -5.535 -1.223
H -4.315 -5.362 1.350
H -3.248 -4.980 2.702
H -3.214 -6.589 1.972
H -0.072 -5.322 0.677
H -0.905 -6.566 1.600
H -0.667 -4.974 2.308
H 3.826 0.240 3.728
H 4.762 2.093 0.888
H 4.262 3.790 0.986
H 3.236 2.612 0.147
H 4.933 2.107 3.444
H 3.480 2.437 4.400
H 4.293 3.747 3.548
H 1.306 3.331 1.472
H 2.318 4.453 2.398
H 1.342 3.241 3.239
N -1.706 1.578 2.118
C -1.911 2.601 1.254
N -2.917 3.487 1.559
O -1.162 2.826 0.313
H -2.449 1.273 2.725
H -1.099 0.846 1.716
H -3.690 3.194 2.132
H -3.127 4.132 0.811
C 0.366 -3.019 -2.181
O 0.734 -1.698 -1.830
C -0.094 -0.631 -2.111
C -1.207 -0.901 -3.097
H 0.239 -3.148 -3.262
H -0.560 -3.309 -1.675
H 1.176 -3.667 -1.843
H -1.937 -1.625 -2.713
H -0.832 -1.293 -4.054
H -1.736 0.030 -3.301

---

121
Properties=species:S:1:pos:R:3 method="wB97M-V/def2-TZVPD" s_squared=3.783 lumo_energy_ev="4.0 / 3.3" spin_multiplicity=4 total_charge=-2
Ti 1.984 -1.177 -1.611
C 3.820 3.691 -3.309
S 5.028 2.340 -3.263
C 4.043 1.027 -2.573
S 2.471 0.693 -3.209
N 4.659 0.310 -1.689
N 3.919 -0.750 -1.242
C 4.543 -1.637 -0.472
C 3.794 -2.743 -0.050
C 4.328 -3.799 0.726
C 3.552 -4.880 1.026
C 2.223 -4.920 0.550
C 1.747 -3.855 -0.176
N 2.473 -2.764 -0.468
H 4.175 4.425 -4.033
H 3.731 4.146 -2.327
H 2.856 3.288 -3.618
H 5.598 -1.525 -0.246
H 5.353 -3.722 1.070
H 3.952 -5.697 1.615
H 1.585 -5.773 0.739
H 0.736 -3.855 -0.562
C 3.067 1.199 1.018
Si 1.408 0.814 0.088
C 0.221 0.942 1.704
C -0.004 2.216 2.260
C -0.806 2.445 3.364
C -1.446 1.379 3.976
C -1.237 0.109 3.478
C -0.410 -0.135 2.372
P -0.138 -1.871 1.817
C 1.055 -2.435 3.165
C 2.365 -1.680 2.883
C 3.524 -2.210 3.729
C 3.189 -2.175 5.220
C 1.871 -2.899 5.487
C 0.738 -2.285 4.656
C -1.854 -2.656 2.092
C -2.124 -3.642 0.937
C -1.502 -5.014 1.188
C -2.056 -5.628 2.470
C -1.714 -4.702 3.635
C -2.317 -3.314 3.405
C 1.006 2.641 -0.625
C 1.782 3.698 -0.122
C 1.571 5.031 -0.448
C 0.539 5.373 -1.302
C -0.245 4.364 -1.837
C -0.020 3.018 -1.534
P -1.073 1.734 -2.308
C -1.552 2.371 -4.033
C -0.423 3.048 -4.822
C -0.775 3.100 -6.312
C -2.080 3.862 -6.540
C -3.202 3.254 -5.701
C -2.824 3.216 -4.214
C -2.674 2.057 -1.385
C -2.458 1.980 0.131
C -3.774 1.712 0.890
C -4.970 2.248 0.105
C -5.118 1.482 -1.223
C -3.748 1.027 -1.756
H 2.918 1.834 1.900
H 3.782 1.685 0.349
H 3.532 0.267 1.352
H 0.457 3.073 1.803
H -0.942 3.454 3.740
H -2.090 1.534 4.836
H -1.739 -0.714 3.964
H 1.228 -3.498 2.945
H 2.208 -0.618 3.099
H 2.622 -1.755 1.825
H 4.422 -1.618 3.531
H 3.741 -3.241 3.428
H 3.094 -1.133 5.546
H 3.998 -2.628 5.802
H 1.622 -2.861 6.553
H 1.980 -3.956 5.213
H 0.658 -1.221 4.894
H -0.200 -2.762 4.930
H -2.493 -1.785 1.918
H -1.742 -3.227 0.004
H -3.210 -3.760 0.819
H -0.418 -4.895 1.299
H -1.677 -5.667 0.328
H -1.646 -6.628 2.640
H -3.145 -5.724 2.391
H -0.624 -4.627 3.705
H -2.077 -5.106 4.585
H -2.133 -2.683 4.270
H -3.408 -3.430 3.336
H 2.600 3.468 0.552
H 2.208 5.800 -0.023
H 0.350 6.412 -1.552
H -1.067 4.626 -2.494
H -1.741 1.410 -4.529
H 0.512 2.505 -4.702
H -0.263 4.066 -4.451
H -0.882 2.074 -6.679
H 0.039 3.571 -6.872
H -2.351 3.850 -7.601
H -1.942 4.912 -6.252
H -3.380 2.227 -6.037
H -4.130 3.819 -5.841
H -3.668 2.812 -3.658
H -2.654 4.241 -3.863
H -3.022 3.062 -1.651
H -1.997 2.903 0.488
H -1.756 1.174 0.346
H -3.728 2.160 1.886
H -3.906 0.634 1.038
H -4.805 3.312 -0.096
H -5.889 2.175 0.693
H -5.613 2.124 -1.958
H -5.759 0.608 -1.076
H -3.791 0.848 -2.832
H -3.464 0.071 -1.309
S -0.196 -2.221 -5.815
Sb 0.622 -3.104 -3.852
S -0.325 -1.793 -2.061
S 2.915 -2.551 -3.589

---

no.,strongest force on any atom (eV Å⁻¹)
1,1.88
2,2.64